Record 1
C7H8N2O3 in the gas phase at a distorted geometry. Source: OMol25; level of theory: ωB97M-V/def2-TZVPD.

Geometry as XYZ:
```
20
Properties=species:S:1:pos:R:3:lowdin_charge:R:1
O 1.641 1.061 -2.249 0.092
N 1.263 2.160 -2.203 -0.451
O 1.177 3.001 -3.068 0.067
N 0.646 2.524 -1.020 -0.077
O 0.211 3.836 -0.885 0.003
C 1.150 1.698 0.291 0.010
C 0.319 0.427 0.478 -0.217
C -0.837 0.437 1.351 -0.020
C -1.479 -0.793 1.589 -0.101
C -1.082 -1.893 0.864 -0.129
C -0.070 -1.934 -0.066 -0.058
C 0.683 -0.749 -0.158 -0.051
H -0.247 4.012 -1.774 0.145
H 1.039 2.403 1.153 0.132
H 2.153 1.344 0.056 0.108
H -0.984 1.173 2.108 0.095
H -2.482 -0.805 2.112 0.124
H -1.753 -2.748 1.059 0.109
H -0.023 -2.795 -0.675 0.095
H 1.559 -0.694 -0.887 0.122
```

The calculation puts the highest occupied orbital energy at -9.491 eV. As for the LUMO energy: 0.67 eV. The calculation puts the energy at -16505.1528 eV. The energy above the lowest of the compared OMol25 structures with the same formula, charge and spin is 6.4809 eV. Its SMILES is O=[N+]([O-])N(O)Cc1ccccc1.

=====

Record 2
C7H8N2O3 in the gas phase at a distorted geometry. Source: OMol25; level of theory: ωB97M-V/def2-TZVPD.

Geometry as XYZ:
```
20
Properties=species:S:1:pos:R:3:lowdin_charge:R:1
C 0.069 2.932 -0.521 -0.064
O -0.101 2.015 0.555 -0.087
C 0.627 0.875 0.400 -0.224
C 1.992 0.818 0.673 0.028
C 2.643 -0.373 0.494 -0.055
C 1.913 -1.488 0.172 -0.125
N 0.615 -1.449 -0.058 0.108
C 0.012 -0.299 0.004 -0.137
C -1.384 -0.248 -0.490 -0.382
O -1.964 0.724 -0.915 0.101
N -2.053 -1.452 -0.509 0.020
O -1.716 -2.385 0.456 -0.039
H 0.965 3.552 -0.344 0.092
H -0.827 3.568 -0.586 0.103
H 0.208 2.412 -1.455 0.089
H 2.476 1.706 0.997 0.119
H 3.744 -0.468 0.645 0.126
H 2.410 -2.487 0.119 0.127
H -3.010 -1.369 -0.664 0.122
H -0.884 -2.730 0.093 0.078
```

The calculation puts the highest occupied orbital energy at -9.222 eV. As for the LUMO energy: 0.23 eV. The calculation puts the energy at -16509.1743 eV. The energy above the lowest of the compared OMol25 structures with the same formula, charge and spin is 2.4594 eV. Its SMILES is COc1cccnc1C(=O)NO.

=====

Record 3
2 unconnected molecules or ions with the total composition C7H8N2O3 at a distorted geometry. Source: OMol25; level of theory: ωB97M-V/def2-TZVPD.

Geometry as XYZ:
```
20
Properties=species:S:1:pos:R:3:lowdin_charge:R:1
N -1.245 -3.044 -1.152 0.224
C -1.697 -2.379 -0.318 -0.114
C -2.198 -1.471 0.714 -0.368
O -3.126 -0.704 0.496 0.158
C -1.303 -1.546 1.869 -0.109
N -0.560 -1.512 2.760 0.241
C 0.446 2.512 0.662 0.002
C 0.108 1.142 0.078 -0.444
O 0.962 0.200 0.663 -0.092
C 1.441 -0.656 -0.384 -0.133
C 0.832 -0.104 -1.689 -0.147
O 0.355 1.168 -1.308 -0.062
H -0.205 3.269 0.226 0.082
H 0.374 2.485 1.763 0.092
H 1.486 2.758 0.421 0.091
H -0.925 0.843 0.326 0.133
H 1.139 -1.670 -0.169 0.095
H 2.527 -0.643 -0.399 0.119
H 0.012 -0.717 -2.079 0.103
H 1.576 0.071 -2.481 0.130
```

The calculation puts the highest occupied orbital energy at -10.003 eV. As for the LUMO energy: -2.33 eV. The calculation puts the energy at -16508.3594 eV. The energy above the lowest of the compared OMol25 structures with the same formula, charge and spin is 3.2743 eV. Its SMILES is N#CC(=O)C#N.CC1OCCO1.

=====

Record 4
A molecular structure, C7H8N2O3 at a distorted geometry. Source: OMol25; level of theory: ωB97M-V/def2-TZVPD.

Geometry as XYZ:
```
20
Properties=species:S:1:pos:R:3:lowdin_spin:R:1
C 2.211 -1.078 0.588 0.195
C 1.728 0.179 0.661 0.015
C 1.410 -2.094 0.077 -0.001
C 0.550 0.525 0.128 0.149
C 0.169 -1.813 -0.459 0.153
C -0.253 -0.478 -0.516 0.091
C -2.599 0.692 0.218 0.310
N -3.354 1.555 -0.460 0.150
N -3.291 -0.591 0.331 0.145
O -4.277 -0.773 -0.333 0.098
O -2.853 -1.403 1.110 0.174
O -1.455 -0.187 -1.039 0.486
H 3.201 -1.217 1.081 0.009
H 2.339 0.942 1.330 -0.002
H 1.871 -3.066 -0.045 -0.003
H 0.202 1.561 0.222 0.006
H -0.634 -2.607 -0.786 0.002
H -2.152 1.003 1.142 0.009
H -3.992 0.980 -1.058 0.006
H -3.501 2.494 -0.134 0.009
```

The calculation puts the highest occupied orbital energy (spin up / spin down) at -5.951 / -9.569 eV. As for the expectation value of S²: 2.042. As for the LUMO energy (spin up / spin down): 0.61 / -2.95 eV. The calculation puts the energy at -16503.8155 eV. As for the multiplicity: 3. The energy above the lowest of the compared OMol25 structures with the same formula, charge and spin is 3.2310 eV.

=====

Record 5
C7H8N2O5 in the gas phase at a distorted geometry. Source: OMol25; level of theory: ωB97M-V/def2-TZVPD.

Geometry as XYZ:
```
22
Properties=species:S:1:pos:R:3:lowdin_charge:R:1
C -0.206 -0.294 -1.186 -0.416
C -1.210 -1.372 -1.273 -0.087
C -1.016 -2.347 -0.053 -0.173
C -0.629 -1.612 1.150 -0.110
C -0.481 0.629 0.058 -0.156
C -0.512 -0.296 1.184 -0.085
C 0.607 1.670 0.232 -0.052
N 1.885 1.282 0.168 -0.208
N 0.368 3.102 0.209 -0.304
O 0.575 -0.042 -2.016 0.161
O 2.887 1.909 -0.020 0.111
O 2.049 -0.105 0.143 0.076
O 1.337 3.906 0.355 0.057
O -0.757 3.501 -0.010 0.079
H -2.149 -0.798 -1.032 0.152
H -1.054 -1.885 -2.175 0.108
H -2.073 -2.863 0.077 0.153
H -0.170 -3.071 -0.330 0.140
H -0.600 -2.207 2.034 0.104
H 2.937 -0.395 0.466 0.168
H -1.533 1.067 -0.014 0.184
H -0.254 0.220 2.033 0.097
```

The calculation puts the highest occupied orbital energy at -9.457 eV. As for the LUMO energy: -0.82 eV. The calculation puts the energy at -20597.9496 eV. The energy above the lowest of the compared OMol25 structures with the same formula, charge and spin is 5.1841 eV.

=====

Record 6
2 unconnected molecules or ions with the total composition C7H8N2OS2 at a distorted geometry. Source: OMol25; level of theory: ωB97M-V/def2-TZVPD.

Geometry as XYZ:
```
20
Properties=species:S:1:pos:R:3:lowdin_charge:R:1
C -0.167 -0.852 0.124 0.053
C -1.166 0.199 0.329 -0.373
C 0.972 -0.143 -0.291 -0.277
C 0.440 0.681 3.398 -0.874
C 1.475 2.217 -0.543 -0.445
C -2.577 -0.074 0.681 -0.019
C 2.242 -0.618 -0.892 -0.026
N -0.663 1.337 0.148 0.096
N 0.666 1.183 -0.216 -0.234
O -0.705 0.905 3.504 0.087
S 0.633 3.663 -0.696 0.764
S 1.947 0.352 3.345 0.798
H -0.231 -1.932 0.061 0.108
H 1.744 4.403 -1.118 -0.102
H -3.218 0.507 0.105 0.054
H -2.894 -1.177 0.566 0.118
H -2.752 0.212 1.687 0.059
H 2.051 -1.491 -1.388 0.044
H 2.687 0.052 -1.704 0.111
H 3.010 -0.850 -0.229 0.059
```

The calculation puts the highest occupied orbital energy at -8.748 eV. As for the LUMO energy: 0.05 eV. The calculation puts the energy at -34084.5273 eV. The energy above the lowest of the compared OMol25 structures with the same formula, charge and spin is 1.0498 eV.

=====

Record 7
2 unconnected molecules or ions with the total composition C7H8N2S at a distorted geometry. Source: OMol25; level of theory: ωB97M-V/def2-TZVPD.

Geometry as XYZ:
```
18
Properties=species:S:1:pos:R:3:lowdin_charge:R:1
C -0.218 -1.072 -2.165 -0.090
C -1.148 -1.059 1.008 -0.088
C -1.647 0.266 1.101 -0.167
C -0.540 0.379 -1.946 -0.067
C -0.035 -1.808 -1.074 0.023
C -0.109 -1.725 0.271 -0.118
C -0.349 1.943 -0.053 -0.240
N -0.077 1.230 -1.102 0.123
N -1.152 1.426 0.792 0.042
S 3.147 1.296 1.769 0.479
H -0.358 -1.496 -3.104 0.065
H -1.734 -1.763 1.548 0.073
H -2.508 0.215 1.709 0.084
H -1.170 0.682 -2.731 0.109
H 3.626 0.824 0.675 -0.273
H 0.426 -2.487 0.788 0.089
H 0.219 2.956 0.099 0.156
H 3.628 0.193 2.415 -0.197
```

The calculation puts the highest occupied orbital energy at -7.726 eV. As for the LUMO energy: -0.61 eV. The calculation puts the energy at -21197.9592 eV. The energy above the lowest of the compared OMol25 structures with the same formula, charge and spin is 6.1821 eV.